--- one ---
{"formula": "C14H17N3O3S", "method": "ωB97M-V/def2-TZVPD", "species": ["C", "C", "C", "C", "C", "C", "C", "C", "C", "C", "C", "C", "C", "C", "H", "H", "H", "H", "H", "H", "H", "H", "H", "H", "H", "H", "H", "H", "H", "H", "H", "N", "N", "N", "O", "O", "O", "S"], "xyz": [[-3.86, 0.30, 0.52], [-2.58, -0.43, 0.85], [-4.32, -0.39, -0.80], [-0.20, -0.79, 0.21], [0.12, 0.48, 0.78], [0.91, -1.59, -0.73], [2.38, -1.51, -0.44], [3.35, -2.33, 0.02], [2.99, -0.13, -0.41], [4.39, -0.37, -0.10], [2.51, 1.15, -0.70], [5.35, 0.65, -0.06], [3.46, 2.14, -0.98], [4.89, 1.92, -0.68], [-4.21, 1.77, 1.59], [-2.84, 2.07, 0.52], [-4.49, -0.13, 1.36], [-4.10, 0.14, -1.81], [-3.86, -1.47, -0.62], [-6.08, 1.10, -1.22], [-1.91, 0.31, -1.01], [0.02, -1.59, 0.96], [0.88, -1.36, -1.96], [0.55, -2.74, -0.64], [3.50, -3.55, 0.18], [5.50, -1.92, 0.57], [1.37, 1.38, -0.92], [6.36, 0.61, 0.50], [3.35, 3.18, -1.35], [5.61, 2.64, -0.48], [1.24, 1.55, 1.45], [-3.78, 1.68, 0.59], [-1.62, -0.69, -0.19], [4.53, -1.69, 0.20], [-2.33, -0.53, 2.10], [-0.51, 1.48, 0.33], [1.22, 0.64, 1.48], [-6.14, -0.27, -1.09]], "mulliken_charge": [0.1017, 0.2426, -0.7450, -0.0003, 0.3451, -0.8269, 0.1321, -0.5927, 1.3051, -0.1345, 0.2294, -0.8172, -0.8877, -0.5530, 0.3584, 0.3605, 0.3366, 0.2783, 0.3485, 0.1380, 0.4205, 0.1757, 0.2694, 0.2835, 0.2324, 0.2903, 0.0427, 0.2293, 0.3460, 0.3875, 0.4690, -0.5281, -0.2748, 0.0384, -0.6980, -0.6593, -0.3926, -0.2509]}

***

--- two ---
{"formula": "C14H17N3O3S", "method": "ωB97M-V/def2-TZVPD", "smiles": "O=C(NCCCCN=C=S)Nc1ccc2c(c1)OCCO2", "species": ["O", "C", "N", "C", "C", "C", "C", "N", "C", "S", "N", "C", "C", "C", "C", "C", "C", "O", "C", "C", "O", "H", "H", "H", "H", "H", "H", "H", "H", "H", "H", "H", "H", "H", "H", "H", "H", "H"], "xyz": [[1.15, 0.33, -2.17], [0.98, -0.44, -1.22], [1.48, -1.67, -1.26], [2.22, -2.30, -2.33], [1.45, -3.41, -3.06], [1.19, -4.66, -2.08], [-0.21, -4.55, -1.37], [-0.21, -3.80, -0.07], [-0.52, -3.69, 1.08], [-0.92, -3.50, 2.55], [0.31, 0.10, -0.15], [-0.07, 1.44, 0.16], [0.33, 2.68, -0.46], [-0.15, 3.92, -0.08], [-1.02, 3.96, 1.08], [-1.28, 2.72, 1.86], [-0.70, 1.56, 1.39], [-1.98, 2.70, 3.00], [-2.39, 4.02, 3.39], [-1.51, 5.25, 2.96], [-1.37, 5.25, 1.54], [1.37, -2.25, -0.40], [2.62, -1.60, -3.05], [3.05, -2.74, -1.87], [1.90, -3.59, -4.01], [0.41, -3.03, -3.27], [2.02, -4.75, -1.35], [1.27, -5.58, -2.64], [-0.49, -5.49, -1.19], [-0.98, -3.99, -1.91], [-0.07, -0.60, 0.53], [0.88, 2.73, -1.37], [0.09, 4.84, -0.51], [-0.78, 0.70, 2.10], [-3.39, 4.26, 3.09], [-2.25, 3.95, 4.47], [-0.45, 5.15, 3.29], [-1.95, 6.09, 3.35]], "mulliken_charge": [-0.7360, 0.7322, -0.1433, -1.1551, -0.4817, -0.7030, -0.8204, -0.1996, 0.4416, -0.4215, -0.0116, 0.3154, -0.4048, -0.8061, 0.6004, 0.0527, -0.4629, -0.4508, -0.4502, -0.6187, -0.4358, 0.2641, 0.4337, 0.4414, 0.4426, 0.2531, 0.4055, 0.3840, 0.5139, 0.3535, 0.0261, 0.4027, 0.4917, 0.3356, 0.3192, 0.3615, 0.3450, 0.3856]}

***

Name the least stable of them. one.

***

--- one ---
{"formula": "C5H11N2", "method": "ωB97M-V/def2-TZVPD", "charge": 1, "species": ["C", "C", "C", "C", "C", "N", "N", "H", "H", "H", "H", "H", "H", "H", "H", "H", "H", "H"], "xyz": [[1.09, 1.15, 1.43], [0.18, 1.79, 0.62], [-0.29, 0.85, -0.45], [0.53, -0.33, 0.11], [-1.84, 0.75, -0.63], [1.22, -0.14, 1.14], [0.00, -1.59, -0.29], [1.68, 1.57, 2.27], [-0.24, 2.90, 0.72], [2.26, -2.65, -0.01], [0.19, 1.10, -1.37], [2.18, -1.87, 0.00], [-2.25, 1.64, -1.01], [-2.32, 0.46, 0.28], [-2.06, 0.12, -1.53], [0.28, -1.86, -1.20], [-1.06, -1.59, -0.29], [0.45, -2.29, 0.20]], "mulliken_charge": [-0.6331, -0.3509, 0.5804, 0.0706, -1.6160, -0.4198, -0.0694, 0.4324, 0.3033, 0.2537, 0.3712, -0.2108, 0.4354, 0.4312, 0.4245, 0.3429, 0.3946, 0.2598]}

***

--- two ---
{"formula": "C5H11N2", "method": "ωB97M-V/def2-TZVPD", "charge": 1, "smiles": "C=N/C=C/CC[NH3+]", "species": ["C", "N", "C", "C", "C", "C", "N", "H", "H", "H", "H", "H", "H", "H", "H", "H", "H", "H"], "xyz": [[-1.16, 0.94, 3.00], [-0.81, 0.10, 2.14], [-0.52, 0.31, 0.82], [0.67, 0.35, 0.21], [0.82, 0.70, -1.24], [0.27, -0.29, -2.27], [0.53, -1.71, -1.74], [-1.18, 2.02, 2.83], [-1.56, 0.64, 3.96], [-1.40, 0.33, 0.17], [1.61, 0.27, 0.76], [1.90, 0.87, -1.45], [0.42, 1.69, -1.50], [-0.79, -0.26, -2.55], [0.82, -0.15, -3.20], [0.85, -1.55, -0.76], [1.29, -2.15, -2.25], [-0.32, -2.25, -1.73]], "mulliken_charge": [-0.1677, -0.3397, 0.0908, -0.9133, -0.4679, -0.5862, -0.2469, 0.2442, 0.2630, 0.2872, 0.3995, 0.3596, 0.3610, 0.3246, 0.3443, 0.3451, 0.3544, 0.3480]}

***

Name the least stable of them. one.

***

--- one ---
{"formula": "C5H11N2", "method": "ωB97M-V/def2-TZVPD", "charge": 1, "species": ["C", "C", "C", "C", "C", "N", "N", "H", "H", "H", "H", "H", "H", "H", "H", "H", "H", "H"], "xyz": [[-2.95, -0.99, -0.17], [2.86, -0.43, -0.48], [-1.22, 1.70, 0.07], [1.66, -0.57, 0.39], [-0.75, -0.67, 0.54], [-1.77, -1.29, 0.07], [0.46, -0.83, -0.11], [-3.71, -1.72, -0.15], [2.76, 0.50, -1.02], [3.76, -0.39, 0.11], [2.93, -1.33, -1.08], [-0.18, 1.63, -0.38], [-1.94, 2.11, -0.52], [-1.10, 2.03, 1.11], [-3.25, 0.17, -0.23], [1.57, -0.15, 1.36], [-0.46, -0.20, 1.55], [0.55, -1.36, -1.02]], "mulliken_charge": [-0.1271, -1.0539, -1.0254, 0.0235, 0.0921, -0.3176, -0.1179, 0.3170, 0.3004, 0.3508, 0.3708, 0.2584, 0.5116, 0.3092, 0.1407, 0.3684, 0.2972, 0.3020]}

***

--- two ---
{"formula": "C5H11N2", "method": "ωB97M-V/def2-TZVPD", "charge": 1, "species": ["C", "C", "C", "C", "C", "N", "N", "H", "H", "H", "H", "H", "H", "H", "H", "H", "H", "H"], "xyz": [[3.47, -0.65, 0.47], [1.98, 0.89, -0.60], [-0.53, 0.62, 1.08], [-1.33, -1.53, 0.33], [-1.89, 0.48, -0.88], [2.94, 0.18, -0.22], [-1.33, -0.10, 0.29], [4.54, -0.44, 0.57], [1.65, 0.78, -1.65], [1.63, 1.81, -0.13], [0.11, 0.21, 1.78], [-0.79, 1.68, 1.25], [-1.20, -2.09, -0.58], [-0.72, -1.79, 1.10], [-2.33, -1.83, 0.59], [-1.16, 0.94, -1.54], [-2.50, -0.33, -1.36], [-2.54, 1.18, -0.50]], "mulliken_charge": [-0.3321, -0.6227, -0.2820, -0.9490, -0.9474, 0.0946, 0.1705, 0.2742, 0.2544, 0.3999, 0.3352, 0.3442, 0.3749, 0.3210, 0.4541, 0.2876, 0.3753, 0.4473]}

***

Name the least stable of them. one.

***

--- one ---
{"formula": "C5H11N2", "method": "ωB97M-V/def2-TZVPD", "charge": 1, "species": ["C", "C", "C", "C", "N", "C", "N", "H", "H", "H", "H", "H", "H", "H", "H", "H", "H", "H"], "xyz": [[1.36, 0.90, 0.73], [0.08, 0.15, 1.15], [-1.19, 0.81, 0.58], [-1.27, 0.53, -0.90], [-1.43, -0.67, -1.33], [-0.66, -1.65, -1.54], [2.61, -0.07, 0.85], [2.29, 0.49, 1.72], [1.32, 1.86, 1.27], [0.03, 0.07, 2.24], [0.16, -0.81, 0.65], [-2.13, 0.59, 1.09], [-1.67, 1.34, -1.51], [-1.15, -2.61, -1.70], [0.40, -1.53, -1.74], [1.30, 1.17, -0.33], [-1.06, 1.90, 0.63], [2.23, -0.99, 1.08]], "mulliken_charge": [-0.6366, -0.6504, -0.4373, -0.1054, -0.0175, -0.2200, -0.6277, 0.3592, 0.3581, 0.3860, 0.2570, 0.3598, 0.3966, 0.3066, 0.3224, 0.3689, 0.2878, 0.2925]}

***

--- two ---
{"formula": "C5H11N2", "method": "ωB97M-V/def2-TZVPD", "charge": 1, "smiles": "C=[N+](C)[C@@H]1CN1C", "species": ["C", "N", "C", "C", "C", "N", "C", "H", "H", "H", "H", "H", "H", "H", "H", "H", "H", "H"], "xyz": [[-2.49, -0.56, -0.24], [-1.34, -0.04, -0.18], [-1.18, 1.32, 0.24], [0.20, -0.95, -0.53], [0.91, -1.16, 0.71], [1.11, 0.00, -0.06], [2.33, 0.50, -0.47], [-3.44, -0.18, 0.29], [-2.59, -1.62, -0.41], [-1.12, 2.23, -0.45], [-0.20, 1.23, 0.76], [-2.01, 1.64, 0.98], [0.06, -1.50, -1.47], [0.34, -1.00, 1.68], [1.54, -2.01, 0.84], [2.42, 1.41, 0.12], [3.22, -0.17, -0.26], [2.24, 0.87, -1.53]], "mulliken_charge": [-0.1393, 0.0427, -0.8152, 0.1797, -0.6753, -0.0423, -0.9577, 0.2361, 0.3050, 0.2863, 0.3327, 0.3179, 0.4278, 0.1900, 0.3307, 0.3237, 0.3055, 0.3521]}

***

--- three ---
{"formula": "C5H11N2", "method": "ωB97M-V/def2-TZVPD", "charge": 1, "species": ["C", "C", "C", "C", "C", "N", "N", "H", "H", "H", "H", "H", "H", "H", "H", "H", "H", "H"], "xyz": [[2.07, 1.11, -1.68], [2.12, 0.16, -0.71], [-1.99, 0.21, 1.25], [2.75, -1.26, 1.17], [-2.15, -0.88, -0.95], [-2.38, 0.10, -0.11], [2.20, -0.78, 0.01], [1.23, 1.81, -1.42], [-2.70, 0.60, 1.92], [-1.69, -0.81, 1.58], [-1.00, 0.73, 1.38], [3.82, -1.56, 1.08], [2.69, -0.38, 1.93], [2.11, -2.13, 1.52], [-1.72, -1.74, -0.51], [-2.42, -0.88, -2.01], [2.44, 1.22, -2.66], [-2.66, 1.07, -0.43]], "mulliken_charge": [-0.9919, 0.5564, -0.7387, -0.6197, -0.0004, -0.0598, -0.1710, 0.1343, 0.3299, 0.2755, 0.3202, 0.2993, 0.2807, 0.1999, 0.2301, 0.2909, 0.3211, 0.3431]}

***

Name the least stable of them. one.

***

--- one ---
{"formula": "C5H11N2", "method": "ωB97M-V/def2-TZVPD", "charge": 1, "smiles": "C=CC(=C)[NH2+]CN", "species": ["C", "C", "C", "C", "N", "C", "N", "H", "H", "H", "H", "H", "H", "H", "H", "H", "H", "H"], "xyz": [[1.60, -0.39, 1.40], [1.69, 0.35, 0.29], [0.70, 0.73, -0.72], [1.10, 1.46, -1.71], [-0.57, -0.33, -0.82], [-1.70, -0.09, 0.25], [-1.91, -1.29, 1.00], [2.50, -0.46, 2.04], [0.69, -0.92, 1.71], [2.66, 0.94, 0.16], [0.65, 1.81, -2.60], [2.13, 2.01, -1.57], [-0.05, -1.19, -0.51], [-0.91, -0.31, -1.75], [-2.55, 0.22, -0.37], [-1.22, 0.72, 0.99], [-2.37, -1.92, 0.39], [-2.43, -1.34, 1.84]], "mulliken_charge": [-0.8672, -0.0791, 0.9192, -0.9825, -0.2011, -0.4409, -0.4695, 0.2604, 0.2758, 0.1334, 0.3423, 0.1760, 0.4226, 0.3401, 0.3494, 0.3776, 0.2224, 0.2213]}

***

--- two ---
{"formula": "C5H11N2", "method": "ωB97M-V/def2-TZVPD", "charge": 1, "species": ["C", "C", "C", "C", "C", "N", "N", "H", "H", "H", "H", "H", "H", "H", "H", "H", "H", "H"], "xyz": [[1.34, 0.45, 1.45], [1.87, -0.57, 0.53], [0.54, 0.13, 0.16], [0.45, 1.09, -0.96], [-2.31, -0.43, -0.78], [-0.50, -1.59, 1.45], [-0.45, -0.82, 0.50], [1.04, 0.06, 2.41], [1.93, 1.47, 1.43], [2.64, -0.29, -0.03], [1.90, -1.55, 0.74], [1.54, 1.17, -1.17], [-0.04, 2.00, -0.71], [-0.02, 0.64, -1.72], [-2.46, 0.48, -0.32], [-3.14, -1.01, -0.48], [-1.60, -0.52, -1.56], [-1.20, -2.28, 1.44]], "mulliken_charge": [-0.4564, -0.9408, 1.2427, -1.6815, -0.4615, -0.7570, 0.3311, 0.3305, 0.2542, 0.3237, 0.3453, 0.3663, 0.2952, 0.5612, 0.3330, 0.3683, 0.2790, 0.2667]}

***

Name the least stable of them. two.